Formula: C24H32O4
Source: the Open Molecules 2025 dataset
Level of theory: the ωB97M-V functional and the def2-TZVPD basis

SMILES: CCC(=O)Oc1ccc2c(c1)CC[C@@H]1[C@@H]2CC[C@]2(C)[C@@H](OC(=O)CC)CC[C@@H]12
HOMO-LUMO gap (eV): 9.54
Energy relative to the best compared isomer or geometry (same formula, charge and spin) (kJ/mol): 0.0
Energy (eV): -33599.438
E_LUMO (eV): 0.8219

XYZ file:
```
60
Properties=species:S:1:pos:R:3:forces:R:3:lowdin_charge:R:1
C -8.44659 -1.08239 0.73898 0.014 0.062 -0.100 -0.083
C -7.89468 -0.63762 -0.61676 0.133 -0.078 0.098 -0.144
C -6.40496 -0.89551 -0.65596 -0.536 -0.396 -0.574 -0.494
O -5.88536 -1.86468 -1.13800 0.022 0.073 0.092 0.126
O -5.75028 0.11330 -0.06059 0.302 0.479 0.379 0.072
C -4.36970 0.06880 0.11235 0.440 0.034 -0.053 -0.219
C -3.66864 1.24185 -0.10683 -0.332 -0.298 0.009 0.046
C -2.29518 1.30242 0.08622 -0.100 -0.100 -0.002 -0.154
C -1.60230 0.16017 0.49438 -0.055 0.078 0.062 -0.116
C -2.33258 -0.99940 0.73412 -0.094 0.052 -0.005 -0.009
C -3.70060 -1.06174 0.55009 -0.211 -0.022 0.036 0.004
H -4.23627 -1.97735 0.74073 -0.028 -0.056 -0.011 0.118
H -1.83209 -1.88809 1.08268 0.067 -0.101 0.015 0.106
C -0.10553 0.19662 0.72556 0.050 -0.111 -0.293 -0.213
C 0.59557 -1.12175 0.36346 0.086 0.074 0.243 -0.134
H 0.20783 -1.92987 0.98338 -0.067 -0.057 -0.081 0.106
H 0.37563 -1.37197 -0.67523 -0.086 -0.066 -0.051 0.124
C 2.11032 -1.06148 0.58687 -0.037 0.048 -0.169 -0.116
C 2.72576 0.12384 -0.15192 0.297 -0.195 0.328 -0.400
C 2.67905 -0.10680 -1.66422 -0.068 0.069 0.228 0.008
H 3.22441 -1.01771 -1.90273 0.029 -0.045 -0.062 0.093
H 3.14624 0.71173 -2.20210 0.051 0.104 -0.179 0.091
H 1.66139 -0.22127 -2.02215 -0.089 0.003 -0.098 0.080
C 2.01554 1.40390 0.31687 -0.045 -0.031 -0.479 -0.234
C 0.53151 1.38183 -0.02010 0.175 0.169 0.682 -0.242
C -0.19526 2.66065 0.38206 -0.067 -0.113 -0.365 -0.140
C -1.61015 2.61576 -0.17905 0.161 0.138 0.088 -0.136
H -2.21122 3.42676 0.23845 -0.031 0.000 -0.070 0.119
H -1.57195 2.76931 -1.26274 0.005 0.070 0.010 0.127
H 0.32553 3.53686 -0.00634 0.023 0.059 0.048 0.113
H -0.22482 2.74016 1.47076 0.057 0.017 0.098 0.131
H 0.39996 1.24486 -1.09690 -0.004 -0.038 -0.104 0.156
C 2.89493 2.52781 -0.23358 -0.053 0.000 0.191 -0.129
H 2.77848 3.45023 0.33308 -0.047 0.073 -0.067 0.111
H 2.64363 2.73763 -1.27295 -0.027 0.052 -0.067 0.116
C 4.32395 1.96654 -0.10443 0.134 -0.124 -0.066 -0.090
H 4.88965 2.48683 0.66705 0.067 0.011 -0.035 0.114
H 4.87821 2.05234 -1.03832 0.059 0.048 -0.007 0.117
C 4.17443 0.47350 0.24905 -0.492 0.251 0.429 -0.239
H 4.30949 0.30210 1.32359 -0.076 0.037 -0.190 0.156
O 5.16098 -0.28837 -0.44128 0.040 0.267 -0.356 0.031
C 5.68752 -1.34483 0.17895 0.281 -0.584 -0.054 -0.503
O 5.38124 -1.71021 1.28379 -0.039 -0.016 0.107 0.114
C 6.75259 -1.99024 -0.68025 -0.034 0.101 0.146 -0.142
C 8.08645 -1.27925 -0.44654 -0.090 -0.065 -0.046 -0.083
H 8.86739 -1.74309 -1.04400 0.087 0.013 -0.019 0.072
H 8.36708 -1.34154 0.60220 0.068 0.009 0.071 0.081
H 8.00932 -0.23106 -0.72580 0.057 0.089 -0.020 0.077
H 6.46553 -1.90741 -1.72838 -0.019 -0.061 0.010 0.116
H 6.83548 -3.04021 -0.39964 -0.099 0.055 -0.015 0.119
H 2.10227 1.43344 1.41064 -0.009 -0.053 0.078 0.164
H 2.56354 -1.99815 0.25643 0.050 -0.050 0.061 0.124
H 2.31193 -0.96179 1.65612 0.062 -0.013 0.058 0.130
H 0.05094 0.36482 1.80111 0.094 0.061 -0.028 0.162
H -4.20784 2.12011 -0.42946 -0.084 0.116 -0.042 0.129
H -8.07857 0.42705 -0.76099 -0.006 -0.028 -0.056 0.117
H -8.36462 -1.20695 -1.41852 0.111 0.060 -0.006 0.119
H -7.97592 -0.51972 1.54198 -0.010 0.018 0.098 0.078
H -8.25527 -2.14156 0.89528 -0.017 -0.081 0.049 0.081
H -9.51986 -0.91404 0.77831 -0.067 -0.008 0.057 0.072
```
Positions in Å, forces in eV/Å.